The following is a DFT calculation (ωB97M-V/def2-TZVPD) of C26H43N7O6PPt as an isolated structure.

## Properties
Multiplicity ... 5
Gap between HOMO and LUMO (alpha / beta) ... 8.50 / 5.75 eV
Charge ... +3
Highest occupied orbital energy (alpha / beta) ... -16.410 / -16.880 eV

```
84
Properties=species:S:1:pos:R:3:nbo_charge:R:1
Pt -0.83 -0.95 0.89 1.55
O 5.55 1.21 2.63 -0.72
C 5.31 -0.17 2.48 -0.10
C 3.90 -0.35 2.00 0.07
C 3.44 -1.61 1.61 -0.23
C 2.12 -1.74 1.22 0.07
N 1.29 -0.70 1.18 -0.48
C 1.71 0.52 1.55 0.14
C 3.02 0.72 1.96 -0.18
C 0.70 1.60 1.50 0.25
C 0.99 2.93 1.78 -0.24
C -0.03 3.88 1.74 0.08
C 0.25 5.32 2.05 -0.10
O 1.64 5.48 2.19 -0.72
C -1.32 3.45 1.42 -0.22
C -1.54 2.12 1.15 0.05
N -0.55 1.22 1.18 -0.51
H 6.42 1.35 3.03 0.51
H 5.43 -0.71 3.42 0.22
H 5.99 -0.62 1.75 0.20
H 4.08 -2.48 1.63 0.25
H 1.71 -2.70 0.92 0.23
H 3.37 1.70 2.26 0.27
H 1.98 3.25 2.04 0.27
H -0.29 5.58 2.96 0.21
H -0.15 5.94 1.24 0.20
H 1.84 6.37 2.49 0.50
H -2.14 4.15 1.38 0.25
H -2.52 1.74 0.90 0.23
C 1.04 -3.11 -3.54 -0.46
N 1.58 -1.76 -3.53 -0.40
C 2.54 -1.45 -4.57 -0.46
P 0.79 -0.53 -2.59 2.43
O 0.08 -1.21 -1.48 -1.12
N 1.95 0.56 -2.32 -0.83
C 3.24 0.14 -1.76 -0.41
C 1.64 1.98 -2.12 -0.41
N -0.23 0.09 -3.73 -0.69
C -1.60 -0.42 -3.84 -0.42
C 0.21 0.91 -4.86 -0.43
H 0.55 -3.30 -4.50 0.25
H 0.35 -3.24 -2.72 0.25
H 1.87 -3.81 -3.46 0.26
H 2.07 -1.57 -5.55 0.26
H 3.36 -2.18 -4.51 0.27
H 2.93 -0.45 -4.45 0.24
H 3.38 -0.94 -1.87 0.21
H 3.30 0.38 -0.70 0.22
H 4.05 0.65 -2.29 0.23
H 0.64 2.22 -2.45 0.22
H 2.35 2.59 -2.68 0.23
H 1.73 2.24 -1.06 0.21
H -1.85 -1.01 -2.97 0.24
H -1.70 -1.03 -4.75 0.22
H -2.28 0.43 -3.92 0.23
H 1.22 1.29 -4.70 0.23
H -0.47 1.75 -4.97 0.24
H 0.18 0.33 -5.78 0.23
C -5.73 0.65 -0.85 -0.59
C -5.27 -0.81 -0.70 -0.54
C -3.83 -0.90 -0.50 0.55
N -2.69 -0.96 -0.35 -0.55
H -6.81 0.66 -1.01 0.25
H -5.26 1.13 -1.70 0.21
H -5.51 1.21 0.06 0.23
H -5.52 -1.41 -1.58 0.27
H -5.73 -1.28 0.17 0.29
O -4.54 -0.13 2.17 -0.56
C -3.66 -0.51 2.89 0.70
C -3.70 -0.76 4.40 -0.51
C -2.28 -1.22 4.78 -0.51
C -1.59 -1.19 3.46 0.69
O -0.39 -1.45 3.15 -0.56
N -2.36 -0.82 2.46 -0.66
H -4.47 -1.50 4.61 0.27
H -4.00 0.16 4.89 0.27
H -2.24 -2.22 5.20 0.27
H -1.78 -0.55 5.48 0.27
C -1.10 -4.19 1.70 -0.26
O -0.89 -3.27 0.60 -0.75
H -0.96 -5.21 1.35 0.21
H -2.10 -4.07 2.12 0.19
H -0.36 -3.95 2.46 0.21
H -1.49 -3.50 -0.11 0.50
```

---

The following is a DFT calculation (ωB97M-V/def2-TZVPD) of C38H59IKN15PS as an isolated structure.

## Properties
Gap between HOMO and LUMO ... 7.74 eV
Charge ... +1
Highest occupied orbital energy ... -9.234 eV

```
116
Properties=species:S:1:pos:R:3:mulliken_charge:R:1
K -0.18 -0.20 -0.01 2.26
C -2.64 -3.00 4.80 -0.80
N -1.65 -2.82 3.76 0.26
C -0.55 -3.61 3.57 -0.85
C 0.12 -3.08 2.50 -1.03
N -0.54 -1.99 2.03 1.11
C -1.60 -1.84 2.80 -0.78
P -2.89 -0.55 2.73 -0.79
C -3.44 -0.63 0.99 -0.58
N -2.71 -0.84 -0.09 0.95
C -3.58 -0.84 -1.14 -0.81
C -4.85 -0.64 -0.69 -0.80
N -4.76 -0.50 0.67 0.33
C -5.87 -0.28 1.57 -0.87
C -1.92 1.00 2.75 -1.02
N -1.03 1.39 1.86 1.58
C -0.62 2.63 2.25 -1.11
C -1.27 2.99 3.40 -0.85
N -2.10 1.94 3.71 0.31
C -2.96 1.88 4.87 -0.84
H -2.42 -3.93 5.31 0.34
H -2.61 -2.18 5.52 0.28
H -3.64 -3.07 4.37 0.31
H -0.37 -4.46 4.19 0.54
H 1.02 -3.45 2.04 0.62
H -3.26 -0.99 -2.16 0.47
H -5.80 -0.58 -1.19 0.49
H -6.78 -0.22 0.98 0.33
H -5.96 -1.11 2.28 0.32
H -5.75 0.65 2.12 0.30
H 0.12 3.18 1.70 0.61
H -1.21 3.86 4.02 0.58
H -2.84 2.81 5.42 0.33
H -4.00 1.77 4.58 0.30
H -2.67 1.05 5.52 0.29
C 5.25 0.08 -2.75 -1.26
N 4.11 0.80 -2.22 0.55
C 3.97 2.16 -2.67 -0.95
C 3.10 0.16 -1.53 -0.32
N 1.83 0.40 -1.61 0.52
C 1.26 0.90 -2.81 -0.03
C 1.71 0.45 -4.05 0.32
C 1.08 0.79 -5.23 -0.89
C -0.06 1.58 -5.19 -1.33
C -0.53 2.02 -3.96 -0.07
C 0.11 1.72 -2.76 -0.82
N -0.46 2.14 -1.54 0.35
C -0.92 3.36 -1.49 -0.35
N -2.00 3.66 -0.73 0.48
C -2.20 4.94 -0.10 -1.17
C -3.01 2.67 -0.42 -0.97
N -0.33 4.44 -2.12 0.57
C 1.10 4.46 -2.32 -1.00
C -1.10 5.37 -2.91 -1.24
N 3.54 -0.82 -0.66 0.17
C 4.68 -0.60 0.19 -0.98
C 2.61 -1.79 -0.14 -0.99
H 5.25 0.16 -3.85 0.40
H 5.18 -0.97 -2.49 0.36
H 6.19 0.48 -2.38 0.36
H 3.67 2.22 -3.72 0.27
H 4.92 2.67 -2.55 0.46
H 3.22 2.67 -2.07 0.12
H 2.57 -0.22 -4.07 0.39
H 1.47 0.42 -6.17 0.43
H -0.58 1.85 -6.09 0.40
H -1.45 2.60 -3.92 0.57
H -3.04 5.49 -0.54 0.33
H -1.30 5.55 -0.19 0.35
H -2.41 4.79 0.96 0.36
H -3.99 3.00 -0.82 0.51
H -3.10 2.55 0.66 0.09
H -2.74 1.72 -0.86 0.03
H 1.56 3.88 -1.52 0.19
H 1.45 5.49 -2.26 0.50
H 1.40 4.03 -3.29 0.22
H -2.16 5.16 -2.80 0.39
H -0.84 5.27 -3.97 0.37
H -0.92 6.41 -2.61 0.31
H 5.27 0.24 -0.17 0.50
H 5.32 -1.49 0.21 0.20
H 4.36 -0.38 1.21 -0.04
H 1.91 -2.11 -0.91 0.32
H 2.04 -1.42 0.73 -0.05
H 3.17 -2.66 0.20 0.44
C 4.51 -0.48 5.82 -1.15
N 3.74 -0.74 4.61 0.23
C 2.75 -1.79 4.80 -0.88
C 3.44 0.29 3.76 -0.50
S 1.92 0.53 3.10 0.21
N 4.49 1.10 3.45 0.24
C 4.27 2.37 2.77 -0.99
C 5.87 0.65 3.45 -1.29
H 3.82 -0.33 6.66 0.38
H 5.11 0.41 5.72 0.40
H 5.16 -1.32 6.04 0.32
H 3.24 -2.64 5.27 0.38
H 2.32 -2.08 3.85 0.09
H 1.92 -1.45 5.44 0.35
H 3.30 2.78 3.05 0.42
H 4.29 2.25 1.68 0.20
H 5.06 3.06 3.07 0.36
H 5.90 -0.42 3.65 0.40
H 6.47 1.17 4.19 0.34
H 6.29 0.84 2.46 0.45
I -2.37 -4.53 0.04 0.04
C -1.79 -3.56 -1.72 -0.21
C -2.57 -3.77 -2.86 -0.32
C -2.22 -3.10 -4.01 -0.67
C -1.11 -2.27 -3.99 -0.62
C -0.39 -2.16 -2.81 0.14
N -0.73 -2.78 -1.68 -0.08
H -3.41 -4.44 -2.82 0.44
H -2.80 -3.23 -4.92 0.41
H -0.79 -1.71 -4.86 0.48
H 0.49 -1.53 -2.76 0.30
```